1.
Below is a molecular structure, C30H23GeMnN4O2, with properties calculated with ωB97M-V/def2-TZVPD.

The geometry in ORCA input format:
```
! RIJCOSX wB97M-V def2-TZVPD def2/J DEFGRID3
* xyz 1 6
C -0.177 -2.914 0.711
N 0.288 -1.854 0.042
H 4.286 4.474 1.588
Mn 0.683 0.122 0.561
C 4.040 -2.144 0.456
C 4.256 3.635 0.905
N 0.848 0.298 -1.311
C 0.837 2.587 -0.785
C 4.536 -4.664 -0.630
C 4.138 -4.547 0.696
C 0.313 2.699 1.627
H 0.768 4.677 -0.324
C 4.687 -3.527 -1.413
C 0.958 -2.059 -1.111
C 4.149 1.485 -0.861
H -0.378 -5.033 0.830
C 3.985 1.269 0.510
C 4.433 -2.273 -0.878
H 1.548 1.236 -3.823
Ge 3.545 -0.454 1.244
H 4.035 -5.432 1.312
C -0.143 2.222 4.060
H 4.741 -5.641 -1.050
H 4.638 4.832 -0.834
O 0.285 3.899 1.788
C 0.110 -0.442 3.516
H 0.245 -1.485 3.261
H 0.970 -5.418 -1.236
C 3.891 -3.296 1.236
H 4.543 -1.403 -1.510
C -0.285 1.305 5.087
C 4.018 2.360 1.387
H 3.872 2.209 2.451
N 0.230 0.443 2.516
H -0.245 -0.794 5.588
H -0.221 3.290 4.208
C 4.401 2.762 -1.336
H 5.005 -3.615 -2.444
C 1.268 4.303 -2.388
C 0.941 3.936 -1.089
C 0.113 1.756 2.786
C -0.152 -0.051 4.810
C 4.454 3.835 -0.456
C 1.406 -0.821 -1.856
C 1.060 1.622 -1.776
H 1.835 -3.407 -2.494
H 1.349 5.353 -2.634
C 0.773 -4.413 -0.887
H -0.733 -2.714 1.618
H 3.594 -3.212 2.276
H -0.489 1.638 6.096
C 0.030 -4.205 0.269
H 3.575 -0.477 2.781
H 4.068 0.669 -1.568
C 1.484 3.345 -3.369
O 2.172 -0.906 -2.794
H 1.732 3.649 -4.377
C 1.379 1.993 -3.072
N 0.518 2.009 0.471
H 4.534 2.923 -2.397
C 1.250 -3.318 -1.590
*
```

Properties
Lowest unoccupied orbital energy (spin up / spin down): -3.869 / -5.014 eV
Gap between HOMO and LUMO (spin up / spin down): 5.95 / 5.76 eV
HOMO level (spin up / spin down): -9.8 / -10.8 eV
Relative energy (zero: lowest compared OMol25 entry of this formula, charge and spin): 6.9 kJ/mol

***

2.
Below is a molecular structure, C30H23N4O6S2SeW in a non-equilibrium geometry, with properties calculated with ωB97M-V/def2-TZVPD.

The geometry in ORCA input format:
```
! RIJCOSX wB97M-V def2-TZVPD def2/J DEFGRID3
* xyz 1 1
C 2.192 -1.564 -0.789
H 2.308 0.149 -5.874
H -1.620 -0.316 5.677
N -0.913 -1.370 -1.971
H -4.614 5.166 -0.350
H 3.387 -2.989 -2.738
H -2.541 -2.740 1.985
C -0.097 1.111 6.227
H 2.040 1.568 -3.865
O -2.173 -1.648 3.804
C 5.500 -0.071 -1.316
C -2.814 5.243 0.815
H 1.511 2.503 6.470
C -0.782 0.282 5.350
C 0.977 1.862 5.782
C 1.647 -0.159 -5.075
C 0.939 -1.350 -5.186
O -0.506 -1.544 2.002
S 1.420 0.803 1.969
C -0.058 -0.956 -3.040
C -2.362 2.667 -0.081
H -4.015 -3.486 -2.606
H -5.434 -4.352 -0.715
C -0.390 0.215 4.022
H -0.480 -2.670 -4.244
H -4.200 2.862 -1.163
C 3.988 -2.180 -2.345
W -0.678 -0.744 0.083
C -1.441 3.263 0.767
C -4.063 -3.598 0.771
O -2.149 0.097 2.065
H -0.410 1.165 7.261
C 5.993 -0.859 -2.351
H 0.528 0.861 -2.049
N -2.183 -2.345 -0.017
C 0.081 -1.748 -4.177
O 2.082 -0.470 1.939
H 3.855 0.271 0.027
C 0.659 0.236 -2.923
C -2.910 -2.882 0.985
C 1.501 0.633 -3.946
C -4.516 -3.813 -0.530
C 5.237 -1.907 -2.864
H 1.058 -1.972 -6.063
C 4.253 -0.327 -0.782
H 5.625 -2.512 -3.672
C 3.491 -1.381 -1.310
C -3.756 -3.338 -1.567
S -1.404 -0.783 2.970
C 0.694 0.973 3.573
H 2.222 2.363 4.092
H -0.548 2.748 1.072
H 6.087 0.748 -0.923
N 1.097 -1.542 -0.421
C -3.725 4.636 -0.037
H -2.990 6.252 1.164
C 1.379 1.792 4.455
H -0.960 5.027 1.874
C -1.676 4.557 1.213
C -2.601 -2.609 -1.283
O 0.229 0.759 0.970
C -3.502 3.346 -0.492
O 2.203 1.967 1.697
H 6.974 -0.654 -2.757
N -1.848 -2.151 -2.320
H -4.599 -3.991 1.623
Se -2.201 0.896 -0.861
*
```

Properties
Lowest unoccupied orbital energy (spin up / spin down): -4.723 / -4.853 eV
Gap between HOMO and LUMO (spin up / spin down): 5.79 / 5.83 eV
HOMO level (spin up / spin down): -10.5 / -10.7 eV
Relative energy (zero: lowest compared OMol25 entry of this formula, charge and spin): 16.9 kJ/mol

***

3.
Below is a molecular structure, C30H24ClNO3PRuS in a non-equilibrium geometry, with properties calculated with ωB97M-V/def2-TZVPD.

The geometry in ORCA input format:
```
! RIJCOSX wB97M-V def2-TZVPD def2/J DEFGRID3
* xyz 0 6
C 3.473 -1.947 -3.578
H 0.844 5.146 -4.454
C 0.445 1.580 -2.920
C 0.785 -1.800 -4.332
C -1.296 0.429 8.073
C -0.943 -1.714 2.655
C -4.003 -1.257 -3.867
C 1.276 3.039 -4.673
C 2.576 -1.210 -2.806
H -1.662 1.192 -4.253
C 1.692 -2.540 -5.097
H 1.566 0.902 -4.646
C 0.289 1.399 4.270
C 0.517 -1.980 0.871
H -3.010 -0.469 7.104
O 2.953 1.279 6.507
C 0.073 3.979 -2.801
O 1.864 3.513 6.475
C -0.079 1.106 7.903
Ru 0.586 0.026 1.846
H -1.654 -2.200 -1.575
O -0.244 1.204 3.088
C -2.133 0.290 -3.862
H -4.969 -1.573 -4.266
C -1.499 -0.463 -2.862
C -3.382 -2.001 -2.857
H -2.203 0.091 4.766
H 4.521 -2.002 -3.284
H -3.846 0.470 -5.154
H -1.685 -1.649 0.534
H 0.546 1.418 8.738
H 3.743 -3.182 -5.336
H 0.620 -2.001 4.252
H 1.339 -3.059 -5.988
C 1.136 1.759 -4.128
C 1.223 -1.112 -3.189
H -0.581 2.573 -1.292
C -0.856 -1.753 1.228
C -3.374 -0.115 -4.366
C 1.285 -2.048 2.098
C 0.361 -1.932 3.196
H -3.866 -2.892 -2.460
H -0.341 4.844 -2.284
H 2.352 -2.202 2.181
C 0.332 1.377 6.603
Cl 2.451 0.313 0.695
C -0.424 1.029 5.506
H -0.263 -1.761 -4.627
C -2.066 0.056 6.954
C 0.743 4.151 -4.018
H -1.860 -1.603 3.229
H 0.894 -2.145 -0.132
S 1.859 2.123 6.096
H 1.805 3.160 -5.618
C -0.069 2.708 -2.247
N 1.487 1.901 4.478
H 2.910 -0.704 -1.899
C 3.037 -2.614 -4.729
H -1.641 0.183 9.080
P 0.144 -0.054 -2.126
C -1.638 0.352 5.659
C -2.141 -1.612 -2.355
*
```

Properties
Lowest unoccupied orbital energy (spin up / spin down): -0.112 / -2.371 eV
Gap between HOMO and LUMO (spin up / spin down): 7.25 / 6.17 eV
HOMO level (spin up / spin down): -7.4 / -8.5 eV

***

4.
Below is a molecular structure, C30H24IrN2OP, with properties calculated with ωB97M-V/def2-TZVPD.

The geometry in ORCA input format:
```
! RIJCOSX wB97M-V def2-TZVPD def2/J DEFGRID3
* xyz 3 2
C 2.161 -2.763 -0.840
C 1.862 0.998 -2.240
H -0.478 -4.941 -2.609
O -3.469 -1.669 -1.447
C -3.040 2.873 -1.149
H 2.583 3.021 2.063
H -4.063 -2.238 -0.930
C 0.670 0.305 -2.002
C -0.266 0.152 -3.031
H -0.088 -0.573 5.451
H 2.618 1.091 -1.471
C 3.063 1.100 2.896
H 1.325 1.881 -5.462
H -0.751 0.600 -5.065
H -2.090 -3.309 -2.453
C 1.144 1.436 -4.492
H 3.010 2.102 -3.668
C -1.646 1.961 3.831
C -0.601 -0.532 3.377
C -2.759 3.234 1.253
C 0.846 -2.322 -0.884
H 1.266 2.092 0.205
C 0.259 -4.339 -2.091
N -2.164 -1.909 -1.005
C 1.570 -4.794 -1.992
H -3.387 3.255 -2.100
C 1.593 0.036 0.798
H -1.040 1.695 5.875
H -0.213 -1.518 3.158
C 2.089 1.565 -3.485
C 1.723 1.424 0.926
H 3.549 -4.327 -1.318
N -1.159 0.137 2.365
H -2.067 2.944 3.992
H -2.435 0.995 -1.938
C -2.092 1.114 0.188
C -2.500 1.619 -1.061
C 2.916 -0.278 2.785
C -1.676 1.380 2.577
H 2.068 -1.889 1.669
H -2.862 3.881 2.113
H 3.657 1.514 3.701
H 2.937 -2.138 -0.417
H -3.601 4.675 -0.084
Ir -1.533 -0.706 0.531
C -3.172 3.685 0.009
C 2.175 -0.814 1.744
H 1.843 -5.748 -2.421
C -0.121 -3.121 -1.532
H 3.391 -0.934 3.501
C 2.460 1.949 1.974
P 0.508 -0.596 -0.467
C -1.069 1.260 4.884
C -0.029 0.721 -4.268
C -1.516 -2.773 -1.702
C 2.518 -4.003 -1.373
C -0.539 0.002 4.654
H -1.164 -0.435 -2.886
C -2.215 1.973 1.359
*
```

Properties
Lowest unoccupied orbital energy (spin up / spin down): -10.529 / -12.651 eV
Gap between HOMO and LUMO (spin up / spin down): 7.14 / 5.01 eV
HOMO level (spin up / spin down): -17.7 / -17.7 eV
Relative energy (zero: lowest compared OMol25 entry of this formula, charge and spin): 42.3 kJ/mol

***

5.
Below is a molecular structure, C30H24N6O8RuS in a non-equilibrium geometry, with properties calculated with ωB97M-V/def2-TZVPD.

The geometry in ORCA input format:
```
! RIJCOSX wB97M-V def2-TZVPD def2/J DEFGRID3
* xyz -1 2
O 1.819 -2.227 0.977
N 0.695 -0.018 0.837
N -4.261 -1.810 -0.070
H -1.754 0.096 5.003
N 1.935 1.959 0.845
O 2.579 -0.456 2.486
C -1.849 1.372 -1.932
H 0.676 5.056 0.522
H 0.610 -3.404 5.677
H -2.273 4.607 -4.086
C 5.316 0.743 -0.692
H 2.847 3.776 0.797
H 0.029 -4.203 3.433
O -3.609 -0.959 -0.700
C -0.044 -2.814 5.050
H -2.904 0.310 3.040
O -4.488 -1.866 1.154
N -2.559 -0.543 2.604
O -3.263 1.392 0.574
C -1.714 -1.311 3.399
H -3.343 -1.069 2.148
N 6.027 0.695 -3.003
C -2.148 3.720 -3.485
C -1.271 -2.837 -0.817
H 6.654 1.452 -2.779
C -3.630 2.232 -0.289
C 3.272 -0.326 -0.058
H -1.445 3.688 0.551
H 1.531 1.774 -4.466
C -0.529 -1.593 5.488
O -0.248 2.767 -4.794
C -1.277 -2.249 0.444
C 0.766 1.300 0.808
C -0.385 -3.274 3.792
C 1.886 3.272 0.754
H -1.108 -2.217 -1.697
C -1.709 -4.985 0.136
H -1.496 -4.631 -1.970
C 5.085 0.398 -2.027
H 2.117 -1.204 -1.614
C -1.207 -2.543 2.939
H 6.208 1.300 -0.437
H -0.262 -1.216 6.465
C -1.360 -0.856 4.670
O -4.556 3.025 -0.148
H 3.736 -0.560 -3.391
H 4.550 0.638 1.322
H -1.823 -5.054 2.266
C 0.462 1.557 -4.633
C -0.465 3.229 0.620
C -1.486 -4.194 -0.980
C -1.054 1.625 -3.018
H 0.361 0.952 -5.551
C -1.424 -3.063 1.575
H -3.711 4.181 -2.084
S 2.081 -0.828 1.187
N -0.439 1.918 0.711
C 4.410 0.378 0.285
H 5.686 0.703 -3.952
Ru -1.605 -0.208 0.454
C 3.020 -0.663 -1.374
C 3.924 -0.303 -2.357
C 0.701 3.983 0.617
C -1.657 -4.428 1.399
C -2.947 3.473 -2.371
H -1.913 -6.041 0.025
H -1.733 0.416 -1.380
O -0.047 0.843 -3.536
C -2.796 2.337 -1.586
C -1.185 2.784 -3.779
*
```

Properties
Lowest unoccupied orbital energy (spin up / spin down): 1.483 / 1.989 eV
Gap between HOMO and LUMO (spin up / spin down): 6.42 / 6.98 eV
HOMO level (spin up / spin down): -4.9 / -5.0 eV
Relative energy (zero: lowest compared OMol25 entry of this formula, charge and spin): 160.5 kJ/mol

***

6.
Below is a molecular structure, C30H25AsKN4O6S3 in a non-equilibrium geometry, with properties calculated with ωB97M-V/def2-TZVPD.

The geometry in ORCA input format:
```
! RIJCOSX wB97M-V def2-TZVPD def2/J DEFGRID3
* xyz -1 1
O 1.173 -3.600 1.382
C 1.863 1.330 3.852
C 2.028 -4.658 -1.232
As 0.642 -4.822 0.198
C -3.440 3.256 -0.445
C -3.873 -2.358 1.368
H -4.566 6.441 -0.538
C -5.185 -2.330 1.832
C 1.778 1.000 2.512
H 4.289 -1.242 2.302
C 3.660 -6.065 -2.379
C 3.624 -0.506 2.734
C -3.391 5.503 -2.067
C -4.108 4.405 -0.055
C 3.720 -0.174 4.080
O 0.854 -6.300 0.837
H 1.286 0.850 -1.140
S -1.839 1.770 -2.077
C -2.746 3.218 -1.654
H 2.715 1.948 -2.811
C -5.918 -1.168 1.648
H 1.744 4.188 1.486
C 2.659 0.085 1.940
C -3.330 0.845 -0.212
H 1.439 -2.800 0.902
C 2.390 -3.608 -2.084
O 0.417 -1.977 -2.718
H -3.363 6.378 -2.702
C 1.694 1.831 -0.946
N -3.313 -1.347 0.730
H 0.302 -0.286 0.628
C 1.954 3.710 0.537
C 3.996 -5.020 -3.214
H -3.948 2.159 1.219
S 1.711 -1.938 -2.052
C 2.739 4.345 -0.409
C -4.065 5.538 -0.858
C 3.361 -3.797 -3.054
H 4.145 -7.029 -2.475
H 2.409 -6.681 -0.735
C -2.754 4.336 -2.472
H -3.252 -3.238 1.495
H -5.601 -3.196 2.326
N -0.386 0.400 0.948
C 2.494 2.462 -1.886
H 3.636 -2.960 -3.679
O 1.559 -1.632 -0.610
H 2.565 -0.189 0.895
N -3.443 2.105 0.350
C -5.324 -0.093 1.003
H 2.918 0.993 5.688
N -2.717 0.544 -1.284
H 3.143 5.329 -0.204
O -0.782 -4.266 -0.427
H -2.239 4.300 -3.423
C 1.441 2.450 0.261
C -4.017 -0.239 0.545
H 1.157 2.030 4.282
H -6.942 -1.099 1.993
H 4.472 -0.649 4.697
H -5.876 0.821 0.820
O 2.689 -1.084 -2.699
H 3.634 4.214 -2.354
H -4.647 4.416 0.885
C 2.689 -5.875 -1.403
S 0.417 1.640 1.518
H 4.752 -5.137 -3.980
C 2.847 0.743 4.637
K -0.953 -1.942 -0.629
C 3.011 3.719 -1.620
*
```

Properties
Lowest unoccupied orbital energy: 1.949 eV
Gap between HOMO and LUMO: 7.58 eV
HOMO level: -5.6 eV
Relative energy (zero: lowest compared OMol25 entry of this formula, charge and spin): 12.2 kJ/mol

***

7.
Below is a molecular structure, C30H25BrF6NPRuSSb in a non-equilibrium geometry, with properties calculated with ωB97M-V/def2-TZVPD.

The geometry in ORCA input format:
```
! RIJCOSX wB97M-V def2-TZVPD def2/J DEFGRID3
* xyz 2 2
C 0.661 -2.520 -2.817
H 2.506 3.481 2.271
C -0.142 2.557 -0.418
C 1.776 3.187 1.528
C 0.006 -2.971 -1.663
C -3.939 2.000 -1.955
C 2.753 -0.777 0.091
C 0.109 -4.625 3.778
H -1.605 -4.186 -0.891
C 0.394 -3.265 3.753
H -1.173 -4.153 -5.137
H 0.404 2.385 2.954
H -0.218 -6.411 2.637
H 0.497 -2.709 4.674
C 4.084 -0.429 0.214
F -4.447 -2.400 -0.385
H -2.418 0.646 -1.280
C 0.413 -3.364 1.340
C 0.231 -2.944 -4.061
C 0.607 2.571 1.905
F -4.135 -0.268 1.236
H -0.916 2.387 -1.155
H -3.996 1.557 -2.940
F -4.492 -2.645 2.436
C -0.366 2.218 0.936
F -2.460 -3.574 0.944
Sb -3.417 -1.976 1.095
C -0.844 -3.817 -4.163
H 5.410 -3.428 -0.662
H -2.333 -4.944 -3.104
H 4.381 0.575 0.495
H 1.211 3.440 -1.824
C -1.081 -3.844 -1.770
C 1.042 3.167 -0.792
C -1.496 -4.265 -3.022
H -5.403 4.410 -0.070
C 0.137 -4.727 1.370
Br 3.585 4.311 -0.334
H -0.014 -5.128 4.728
C -2.990 2.076 0.231
C 4.656 -2.683 -0.449
C -0.006 -5.352 2.598
C 3.313 -3.013 -0.553
H 0.865 -1.597 2.501
N 1.678 0.211 0.265
H -5.491 3.429 -2.336
H 3.014 -4.014 -0.838
F -1.992 -1.385 2.242
S -1.873 1.552 1.521
C 5.038 -1.403 -0.053
C -3.833 3.116 0.596
C -4.783 3.050 -1.611
C -4.735 3.604 -0.341
H 0.026 -5.291 0.453
H 1.600 0.728 -0.615
Ru -0.267 -0.339 0.709
C 0.554 -2.642 2.529
P 0.601 -2.349 -0.108
H 1.513 -1.855 -2.750
C 2.002 3.473 0.171
H 0.741 -2.602 -4.952
C 2.356 -2.043 -0.272
F -2.034 -1.177 -0.219
C -3.037 1.499 -1.033
H 1.971 0.920 0.944
H -3.799 3.537 1.593
H 6.088 -1.160 0.042
*
```

Properties
Lowest unoccupied orbital energy (spin up / spin down): -8.909 / -8.991 eV
Gap between HOMO and LUMO (spin up / spin down): 5.65 / 5.70 eV
HOMO level (spin up / spin down): -14.6 / -14.7 eV
Relative energy (zero: lowest compared OMol25 entry of this formula, charge and spin): 0.0 kJ/mol